Density functional theory data (wB97M-V/def2-TZVPD) for a structure of composition C27H44IrN3OP3 in a non-equilibrium geometry.

Last column: Löwdin spin population.
Geometry (Å):
Ir  0.69844  -0.73605  0.00079  1.49
P  0.40873  -2.11242  1.82108  0.21
P  1.98045  1.04651  0.80718  0.17
P  0.78280  -2.36568  -1.78192  0.16
H  -2.15565  2.82519  -2.18953  0.00
C  -1.46426  2.61352  -3.00969  0.00
C  -1.48527  1.37960  -3.54337  0.00
H  -2.15259  0.61598  -3.11993  0.00
C  -0.48067  -1.34002  3.21838  0.03
C  2.13941  -2.51352  2.29907  0.04
C  -0.57243  -3.53971  1.24228  0.04
C  1.79807  2.68696  0.04027  0.03
C  1.77629  1.45295  2.57468  0.04
C  3.72791  0.54878  0.66740  0.03
C  -0.82312  -3.15187  -2.25750  0.04
C  2.06053  -3.54746  -1.14758  0.03
C  1.47194  -2.21477  -3.50055  0.02
H  -0.66333  3.32308  -3.19646  0.00
H  -0.79936  1.09755  -4.33295  0.00
H  -1.56678  -1.43231  3.14648  0.00
H  -0.27079  -0.27012  3.17169  0.00
H  -0.23260  -1.69468  4.22371  0.01
H  2.68700  -1.58706  2.50273  0.00
H  2.65563  -2.95910  1.44607  0.00
H  2.28956  -3.17666  3.16508  0.01
H  -1.52938  -3.13680  0.90292  0.00
H  -0.78374  -4.35395  1.94973  0.01
H  -0.12086  -3.98735  0.35213  0.00
H  2.45867  3.46454  0.47783  0.01
H  0.74259  3.01658  0.07056  0.00
H  2.04981  2.54042  -1.01813  0.00
H  2.52884  2.21851  2.85273  0.01
H  1.91912  0.54692  3.18594  0.00
H  0.76413  1.86804  2.72279  0.00
H  4.37586  1.13346  1.33619  0.01
H  4.04819  0.64491  -0.37710  0.00
H  3.77627  -0.50558  0.96093  0.01
H  -0.67181  -4.13915  -2.72795  0.01
H  -1.27426  -2.48778  -3.01314  0.00
H  -1.54523  -3.27400  -1.43960  0.00
H  2.40605  -4.19544  -1.96339  0.00
H  1.77370  -4.18300  -0.30278  0.00
H  2.90756  -2.91862  -0.84371  0.01
H  2.11305  -3.10518  -3.65597  0.00
H  2.08654  -1.30944  -3.64476  0.00
H  0.67685  -2.23211  -4.27373  0.00
C  2.34314  1.21674  -2.88049  0.24
C  3.40305  2.12294  -2.66743  0.09
C  3.92832  2.82312  -3.74405  0.07
C  3.51152  2.51538  -5.04196  0.28
C  2.45461  1.63012  -5.25923  0.04
C  1.79636  1.05790  -4.17130  0.12
O  2.18065  0.22222  -1.95134  0.35
H  1.13609  0.04054  -1.45265  0.13
H  3.87108  2.17690  -1.68068  0.00
H  4.70058  3.56820  -3.51650  0.00
H  4.02527  2.93405  -5.90625  0.01
H  2.13237  1.35916  -6.26736  0.00
H  0.95396  0.39638  -4.33410  0.00
N  -6.09771  1.89575  7.38017  0.00
C  -5.65849  1.82834  6.29438  0.00
C  -5.06833  1.65879  4.98105  0.00
C  -3.75619  2.08779  4.73634  0.00
C  -3.14911  1.81757  3.51632  0.00
C  -3.81165  1.03647  2.56694  0.00
C  -5.13355  0.63806  2.77604  0.00
C  -5.75933  0.93670  3.99353  0.00
N  -3.11222  0.56104  1.43907  0.01
C  -3.56110  -0.32051  0.46532  0.01
C  -2.50301  -0.69522  -0.30625  0.02
N  -1.36278  -0.12348  0.26948  0.15
C  -1.78329  0.74687  1.20112  0.02
H  -3.24469  2.61069  5.54315  0.00
H  -2.14482  2.18116  3.31917  0.00
H  -5.69411  0.09432  2.01482  0.00
H  -6.77771  0.57545  4.22507  0.00
H  -4.58696  -0.57015  0.37077  0.00
H  -2.49699  -1.18544  -1.27925  0.00
H  -1.24683  1.60850  1.56721  0.00

Charge: +3
Energy relative to the best compared isomer or geometry (same formula, charge and spin): 47.22 kcal/mol
Multiplicity: 5
HOMO (spin up / spin down): -15.8 / -15.8 eV

Density functional theory data (wB97M-V/def2-TZVPD) for a structure of composition C15H19AsCl2NO2Ru.

Last column: Löwdin spin population.
Geometry (Å):
Ru  -0.88541  -0.01544  0.61435  2.65
Cl  3.56656  0.39437  -1.90363  0.06
C  2.53517  -0.93766  -1.85695  0.12
C  2.79706  -2.07574  -2.59900  -0.01
C  1.94173  -3.17127  -2.55647  0.19
Cl  2.29655  -4.52630  -3.48122  0.13
C  0.75018  -3.15854  -1.73374  0.04
C  -0.16109  -4.22679  -1.64621  0.03
C  -1.27184  -4.10909  -0.83962  0.02
C  -1.47178  -2.93367  -0.12275  0.02
N  -0.61585  -1.91037  -0.19495  0.06
C  0.48775  -2.01193  -0.98958  0.07
C  1.36621  -0.85538  -1.03099  0.17
O  1.08397  0.17611  -0.34581  0.34
H  3.67951  -2.11474  -3.22470  0.00
H  0.01044  -5.13300  -2.21326  0.00
H  -1.99282  -4.90996  -0.75202  0.00
H  -2.33690  -2.81396  0.51696  0.00
C  -0.38802  -1.23258  4.12766  0.00
As  0.36985  -0.23729  2.67601  -0.07
C  2.27697  -0.38714  2.62436  -0.01
C  -0.23478  1.60211  2.68949  0.01
H  0.03654  -0.84743  5.05648  0.00
H  -0.11354  -2.28003  4.01076  0.00
H  -1.47006  -1.11863  4.13883  0.00
H  2.66148  -0.04592  3.58697  0.00
H  2.66332  0.22836  1.81543  0.00
H  2.53688  -1.43524  2.48213  0.00
H  0.62089  2.27581  2.68160  0.00
H  -0.89629  1.77210  3.53706  0.00
H  -0.82750  1.86893  1.78150  0.00
C  -3.88362  2.61421  0.22828  0.01
C  -3.05933  1.95700  -0.80082  0.03
C  -3.29469  2.22811  -2.23237  0.01
O  -2.12796  1.17136  -0.48158  0.13
H  -3.88665  3.69409  0.04855  0.00
H  -3.56390  2.38996  1.24226  0.00
H  -4.92431  2.30213  0.08546  0.00
H  -4.28064  2.65024  -2.40857  0.00
H  -3.12915  1.33604  -2.83494  0.00
H  -2.54772  2.96958  -2.54556  0.00

Charge: +3
Energy relative to the best compared isomer or geometry (same formula, charge and spin): 0.00 kcal/mol
Multiplicity: 5
HOMO (spin up / spin down): -17.7 / -18.7 eV

Density functional theory data (wB97M-V/def2-TZVPD) for the ion C19H27N3OPS with charge +1 in a non-equilibrium geometry.

Last column: natural (NBO) charge in e.
Geometry (Å):
C  -3.30369  -0.28935  1.15585  -0.73
C  -3.30298  0.99797  0.38171  0.51
C  -3.67130  2.24515  1.15568  -0.70
N  -3.06222  1.12081  -0.89920  -0.37
N  -1.79976  0.74065  -1.31684  0.05
N  -1.52320  -0.55488  -1.45386  -0.20
C  -0.31447  -0.84518  -1.85826  0.23
C  0.01016  -2.33971  -1.96164  -0.47
C  1.15449  -2.64342  -0.91669  0.10
C  2.28958  -3.34430  -1.68273  -0.62
O  0.74790  -3.54544  0.10011  -0.52
C  -0.17950  -2.98348  1.00033  -0.10
C  0.42922  -2.11133  2.09306  0.03
C  -0.42743  -1.65235  3.09498  -0.26
C  -0.00541  -0.84998  4.12986  -0.20
C  1.33733  -0.47051  4.20272  -0.22
C  2.19355  -0.92599  3.21748  -0.19
C  1.76197  -1.73872  2.17765  -0.26
C  0.73424  0.03082  -2.21385  -0.14
C  0.44685  1.38576  -2.07700  -0.27
P  1.74986  2.62782  -2.48560  0.76
C  1.09303  4.04494  -3.46365  -0.92
C  2.65749  3.17502  -0.97177  -0.92
C  -0.86787  1.65266  -1.59166  0.10
S  -1.31087  3.38818  -1.33394  0.04
H  -2.77779  -1.10309  0.65062  0.25
H  -4.35140  -0.57468  1.34232  0.28
H  -2.86473  -0.08962  2.14469  0.25
H  -4.61377  2.14602  1.71137  0.25
H  -3.83020  3.04378  0.41971  0.25
H  -2.83578  2.53227  1.80958  0.26
H  -0.84694  -2.94819  -1.64820  0.25
H  0.29792  -2.61749  -2.97990  0.25
H  1.51766  -1.72802  -0.42207  0.17
H  2.74091  -2.67963  -2.43447  0.21
H  3.10026  -3.66378  -1.01704  0.23
H  1.87823  -4.22238  -2.19739  0.23
H  -0.99876  -2.43677  0.49812  0.16
H  -0.67157  -3.82766  1.50841  0.22
H  -1.47232  -1.97197  3.05298  0.20
H  -0.68114  -0.51628  4.91798  0.22
H  1.69375  0.16380  5.01201  0.22
H  3.23140  -0.59653  3.29016  0.22
H  2.47781  -2.06409  1.42364  0.22
H  1.71220  -0.30482  -2.54933  0.27
H  0.73653  4.83750  -2.79234  0.24
H  1.80929  4.41043  -4.20527  0.26
H  0.20256  3.72804  -4.02954  0.25
H  2.93190  4.23577  -0.97761  0.26
H  2.14415  2.94851  -0.02479  0.23
H  3.58827  2.59437  -0.94536  0.25
H  -0.95540  3.58935  -0.04101  0.16

Charge: +1
HOMO: -11.1 eV

Density functional theory data (wB97M-V/def2-TZVPD) for an isolated molecule of C3H4N4O in a non-equilibrium geometry.

Last column: natural (NBO) charge in e.
Geometry (Å):
C  1.58947  -0.37890  0.09807  -0.43
C  -0.80416  -0.96301  -0.10308  0.28
C  -0.24943  1.23764  -0.15627  0.68
H  1.87781  0.14188  1.06945  0.25
H  1.66440  -1.41175  0.39813  0.22
H  2.30762  -0.35362  -0.94172  0.24
H  -0.73288  -1.95581  -0.31603  0.21
N  0.26134  -0.01768  -0.02942  -0.41
N  -2.12541  -0.62991  -0.10861  -0.32
N  -2.56430  0.56199  0.16112  0.06
N  -1.71691  1.53158  0.00993  -0.20
O  0.49246  2.23759  -0.08156  -0.57

Charge: 0
Structure (SMILES): Cn1cnnnc1=O
Energy relative to the best compared isomer or geometry (same formula, charge and spin): 97.19 kcal/mol
HOMO: -10.1 eV

Density functional theory data (wB97M-V/def2-TZVPD) for an isolated molecule of C6H9NO in a non-equilibrium geometry.

Last column: natural (NBO) charge in e.
Geometry (Å):
C  -0.09557  1.53927  0.88725  -0.65
C  -0.06997  0.51396  -0.35764  0.24
C  -1.52409  0.15549  -0.92413  -0.23
C  -0.08019  -0.96576  0.04952  -0.12
C  1.31773  -0.99845  0.57446  -0.34
C  2.01326  -0.22932  -0.33380  0.14
H  0.27721  2.57534  0.62561  0.23
H  -1.19567  1.65612  1.23756  0.23
H  0.61150  1.11113  1.87996  0.23
H  -1.52417  -0.48742  -1.90972  0.20
H  -2.45392  0.80984  -0.89097  0.21
H  -2.05592  -1.68182  0.36593  0.36
H  -0.14118  -1.65965  -0.82164  0.17
H  2.06608  -1.78839  0.89312  0.23
H  3.20501  -0.47116  -0.58201  0.23
N  -1.52567  -0.83898  0.34837  -0.63
O  1.17555  0.75979  -1.04186  -0.51

Charge: 0
Structure (SMILES): C[C@]12CN[C@@H]1C=CO2
Energy relative to the best compared isomer or geometry (same formula, charge and spin): 138.12 kcal/mol
HOMO: -8.6 eV